1.
Computed, not measured: a structure of composition C62H97N17O10PTl, with wB97M-V/def2-TZVPD.

```
188
Properties=species:S:1:pos:R:3:forces:R:3
Tl 14.521405 14.832130 14.320195 -0.3 -0.2 0.0
P 14.204605 17.454230 16.176525 -0.2 -1.3 0.4
O 13.143675 16.303320 16.192455 -0.7 1.1 0.6
O 14.379775 17.662850 14.657215 0.3 0.8 -0.1
O 15.399295 16.611070 16.710915 0.3 1.6 0.2
O 13.866955 18.785430 16.955655 0.1 -2.5 -1.5
N 17.244505 16.842790 14.465085 0.4 -0.8 -0.9
C 16.730765 17.110690 13.210365 1.3 -0.5 0.5
C 17.143675 16.048210 12.363815 -0.3 -0.4 0.9
C 17.770465 15.080750 13.172765 0.2 1.0 0.0
C 17.872945 15.604700 14.484715 -0.8 1.1 -0.9
H 17.162115 17.499930 15.227645 -0.2 -0.3 0.2
H 16.247905 18.057020 13.016205 0.0 -0.3 -0.1
H 16.984225 15.929000 11.302325 -0.2 0.2 0.1
H 18.167765 14.141370 12.817645 0.0 0.1 0.2
H 18.353375 15.186410 15.356855 -0.3 0.3 0.0
N 11.905875 20.738120 16.344315 -1.4 1.2 1.1
C 11.210575 21.463900 15.446645 -1.5 1.1 -0.4
C 10.435385 22.445270 16.145725 0.6 -1.2 -2.7
C 10.709715 22.283670 17.478045 -0.5 -0.7 1.4
C 11.537535 21.202060 17.596595 1.7 -1.1 0.5
H 12.552255 19.983560 16.162815 0.2 -0.2 0.3
H 11.206365 21.133780 14.418345 0.0 0.5 -0.1
H 9.712605 23.161040 15.782855 0.2 -0.2 -0.5
H 10.171345 22.812230 18.250825 0.4 0.0 0.2
H 11.972245 20.692960 18.444095 -0.1 0.3 0.1
N 14.502365 14.994180 18.775135 0.1 -0.2 1.5
C 15.156315 13.790980 18.730945 -0.5 0.8 -0.4
C 14.597735 13.004640 19.704075 -0.4 -1.2 0.3
C 13.551055 13.732430 20.337875 0.6 -0.4 0.6
C 13.624025 14.980760 19.837475 -0.5 1.3 -1.2
H 14.724505 15.789050 18.192955 0.1 0.0 -0.4
H 15.884385 13.664280 17.943375 0.0 -0.4 0.2
H 14.840965 11.986770 19.970855 0.2 0.0 -0.3
H 12.859335 13.450140 21.117765 0.3 -0.2 0.1
H 13.101795 15.871690 20.153595 -0.1 0.0 -0.3
N 11.088665 16.336860 18.107955 -0.9 -0.5 0.6
C 10.411075 15.317700 18.750075 -0.2 1.0 -0.1
C 9.206275 15.825570 19.175825 0.2 0.4 0.1
C 9.141875 17.194580 18.756235 -0.6 -0.7 0.5
C 10.307895 17.492290 18.108025 0.8 -1.0 -0.2
H 11.997785 16.170380 17.700665 0.1 0.5 -0.5
H 10.805365 14.324320 18.905405 0.3 0.2 -0.1
H 8.529865 15.309850 19.841325 -0.2 0.0 -0.3
H 8.289495 17.827620 18.953965 0.2 0.2 -0.1
H 10.658925 18.414410 17.668855 0.0 -0.1 0.0
N 11.140305 16.978160 14.589385 -3.2 -1.9 -0.8
C 10.182805 15.939060 14.650255 -0.2 0.2 -0.8
C 9.419445 15.883810 13.426815 2.3 2.2 1.1
C 9.989955 16.940100 12.676005 0.1 0.8 -0.3
C 10.979545 17.610880 13.419045 0.5 -0.4 0.7
H 11.889805 17.090810 15.256965 0.3 -0.3 0.5
H 10.068165 15.353020 15.550155 0.2 0.0 0.0
H 8.516305 15.396060 13.090915 0.3 -0.5 0.6
H 9.742165 17.309050 11.691695 -0.5 -0.2 0.0
H 11.576475 18.507680 13.342665 -0.2 0.0 -1.0
N 16.190445 19.988070 16.598345 1.0 0.5 -1.0
C 17.060435 20.541790 17.479665 0.4 -0.2 -0.8
C 18.045835 21.202700 16.735575 -0.7 -0.7 0.6
C 17.669555 21.089200 15.371855 2.2 1.1 0.7
C 16.570375 20.301830 15.289095 -1.4 -0.6 1.2
H 15.372235 19.437300 16.815775 -0.7 0.0 0.3
H 16.972875 20.402160 18.547015 -0.1 -0.1 -0.1
H 18.972475 21.492670 17.208495 -0.1 0.7 -0.4
H 18.247775 21.630560 14.637695 -0.3 -0.5 -0.5
H 15.982085 19.931320 14.462625 0.0 0.2 0.0
N 14.468175 18.925470 19.586375 -0.1 -0.6 1.9
C 15.167385 18.047300 20.442335 -0.6 0.9 -2.8
C 15.329785 18.682560 21.637685 0.1 -1.6 0.5
C 14.586715 19.850530 21.598605 -0.7 1.5 -0.1
C 14.042545 19.988870 20.315865 1.2 0.0 0.6
H 14.142785 18.795820 18.639055 0.1 -0.5 -0.6
H 15.435755 17.093110 20.013515 0.3 0.1 0.5
H 15.846365 18.185610 22.445515 -0.1 0.4 0.2
H 14.460765 20.550380 22.411465 0.0 0.0 -0.1
H 13.572465 20.834360 19.835695 -0.1 -0.1 0.2
N 13.754355 19.689490 12.934765 0.7 1.9 -1.0
C 13.504115 19.362400 11.660355 -0.3 -3.1 -0.2
C 12.993105 20.399360 10.964775 -0.3 0.7 -0.9
C 13.001655 21.468610 11.838385 0.8 1.7 1.8
C 13.623345 21.070460 13.040575 -2.0 -1.2 0.2
H 13.955215 18.993200 13.638275 0.5 -0.3 0.7
H 13.598455 18.315040 11.414295 0.1 0.0 -0.3
H 12.661865 20.505720 9.942335 0.1 -0.5 0.0
H 12.680795 22.466300 11.577495 0.1 0.1 0.2
H 13.697605 21.448440 14.049545 0.0 0.7 -0.3
N 13.029755 24.207280 16.291295 -0.7 -2.3 0.7
C 12.591305 25.463260 16.451865 1.4 0.3 0.0
C 13.779525 26.187150 16.567295 -3.2 3.1 -0.3
C 14.870435 25.377590 16.412835 1.3 0.4 0.9
C 14.366955 24.125410 16.398425 1.1 -1.5 -1.0
H 12.415165 23.409620 16.369555 0.1 0.0 -0.2
H 11.524095 25.628560 16.463515 0.3 0.5 0.1
H 13.698025 27.255090 16.706035 0.6 0.1 -0.1
H 15.903125 25.691630 16.449315 -0.1 -0.2 0.0
H 14.943585 23.212650 16.426125 -0.4 -0.3 -0.2
N 17.794315 16.808770 18.020295 0.5 -0.5 1.1
C 18.041325 15.866720 18.999035 -0.1 1.1 -0.9
C 19.387605 15.960490 19.275005 -0.4 -1.2 1.2
C 19.925205 17.006070 18.554545 1.2 0.1 -0.5
C 18.942005 17.507920 17.728365 -1.1 -0.1 0.1
H 16.852465 16.946760 17.682685 -0.4 0.3 -0.7
H 17.230275 15.292750 19.422315 0.2 -0.1 -0.1
H 19.928545 15.292150 19.928545 0.0 0.2 0.2
H 20.973455 17.244760 18.657495 -0.1 0.4 -0.5
H 18.902955 18.276720 16.970865 0.3 0.1 0.2
N 15.930485 21.816260 11.145305 -0.3 0.0 1.8
C 16.152395 21.640490 9.808195 -0.8 -1.2 2.1
C 17.270845 22.339350 9.561475 0.7 0.7 -3.1
C 17.650545 23.059840 10.678825 0.5 0.8 2.0
C 16.843395 22.666600 11.740075 -0.4 0.1 -2.3
H 15.181135 21.411720 11.688355 0.0 0.0 -0.3
H 15.539685 20.904570 9.308775 0.2 0.3 -0.3
H 17.667725 22.386220 8.558135 0.3 0.2 0.1
H 18.363935 23.866800 10.758085 0.3 -0.3 -0.2
H 16.798815 23.034000 12.754685 -0.3 -0.3 -0.1
C 12.695095 12.073500 16.681995 1.9 0.4 -1.8
O 13.297155 12.681630 15.784695 -1.2 0.2 0.9
N 13.128815 10.872260 17.059225 -0.5 -1.5 1.5
C 12.497115 10.189520 18.172555 0.0 -1.0 -0.4
C 14.292365 10.171710 16.506895 -0.6 0.6 -0.7
H 11.781385 12.386790 17.210385 0.2 0.3 -0.2
H 11.584885 10.646750 18.555795 0.4 0.5 0.1
H 13.246305 9.981420 18.936425 -0.2 0.3 0.3
H 12.164005 9.219970 17.802265 0.0 -0.3 0.1
H 14.207575 9.085030 16.511865 -0.7 0.0 0.3
H 14.288455 10.451120 15.453315 0.8 0.2 0.1
H 15.208635 10.380060 17.059295 0.1 0.5 -0.3
C 17.844035 12.287070 15.467385 -2.0 0.2 -0.6
O 16.859385 13.050680 15.357685 1.9 -1.1 0.6
N 18.744035 12.186730 16.439195 0.0 1.2 1.3
C 19.859285 11.281160 16.347525 0.3 -0.3 0.3
C 18.709235 13.031670 17.674825 0.0 -0.6 -0.8
H 18.019735 11.477840 14.741795 -0.1 0.2 -0.4
H 20.004765 10.762100 17.294895 0.2 0.4 0.3
H 20.732785 11.878870 16.087035 0.3 -0.5 0.0
H 19.719205 10.427840 15.683955 -0.2 0.5 -0.6
H 18.013155 13.863150 17.564275 -0.2 -0.5 0.0
H 18.486275 12.339300 18.486625 -0.4 0.3 0.2
H 19.661115 13.492090 17.939475 0.3 -0.2 -0.6
C 8.203405 21.353270 21.046485 -0.3 -1.1 1.5
O 7.245785 21.850250 21.640765 1.5 -0.1 -0.6
N 9.414955 20.987840 21.614715 -1.5 0.3 0.1
C 10.436335 20.270640 20.900905 0.4 0.4 -0.1
C 9.715525 21.276850 23.012235 -0.7 0.5 -0.5
H 8.095955 20.964890 20.021875 0.3 0.3 -0.2
H 11.290955 20.931370 20.755455 0.1 0.1 -0.3
H 10.079975 19.901660 19.939155 0.0 0.0 0.1
H 10.850075 19.463470 21.505375 -0.4 -0.3 0.0
H 10.061775 20.376930 23.520525 0.2 0.1 -0.1
H 10.434195 22.095900 23.039795 0.3 -0.2 0.3
H 8.807375 21.627340 23.502675 0.0 -0.1 -0.1
C 20.622465 19.115880 13.187105 0.4 1.3 1.0
O 21.737355 19.284330 13.699295 -1.6 -0.6 -1.0
N 19.828485 20.127810 12.729965 -0.5 -0.4 0.5
C 18.536715 19.935700 12.070775 0.4 -1.1 -0.5
C 20.318545 21.468930 12.592545 0.0 1.0 -0.2
H 20.059215 18.171180 13.137165 0.4 -0.3 0.0
H 17.629845 20.141070 12.639555 0.4 0.8 0.3
H 18.359675 18.897220 11.790915 0.6 -0.3 -0.1
H 18.582045 20.505150 11.142465 -0.5 0.1 0.1
H 21.074675 21.782310 13.312375 0.3 -0.7 -0.3
H 20.607305 21.585380 11.547955 0.6 0.3 0.0
H 19.539575 22.221520 12.714575 -0.5 -0.4 0.1
C 12.584825 15.890310 10.779725 1.3 -0.8 -0.2
O 13.583515 15.773510 11.502795 -1.5 1.0 -0.3
N 12.432825 15.112100 9.690035 0.5 -0.1 0.5
C 11.296075 15.171630 8.799135 -0.5 0.0 0.3
C 13.445095 14.111220 9.392635 -0.4 -0.2 -0.9
H 11.737315 16.590870 10.835935 0.4 0.3 0.7
H 11.591755 14.746110 7.840175 -0.2 0.1 0.0
H 10.883915 16.171290 8.661675 0.5 0.3 -0.1
H 10.436165 14.634130 9.198825 0.0 -0.6 -0.1
H 14.378125 14.189300 9.950735 -0.4 0.4 0.1
H 13.041375 13.106870 9.520655 0.0 -0.1 0.2
H 13.608625 14.237820 8.322435 0.6 -0.3 -0.1
C 11.166355 12.963980 12.623755 1.0 0.7 1.9
O 12.202155 13.539700 12.931545 -0.5 0.8 -1.2
N 10.977265 11.719190 13.010265 -2.8 -1.3 -0.1
C 9.810585 10.979510 12.561095 0.2 -1.1 0.5
C 11.948305 10.832180 13.515475 1.6 0.4 0.4
H 10.209795 13.357490 12.246495 0.5 0.7 -0.5
H 9.449775 10.306700 13.339065 0.0 0.3 0.6
H 10.219025 10.234430 11.878365 -0.6 0.2 -1.0
H 8.933245 11.545440 12.247915 0.5 0.2 -0.4
H 12.207265 10.197750 12.667795 0.4 -0.7 0.4
H 12.812775 11.396790 13.864765 0.1 0.0 -0.3
H 11.605885 10.299750 14.402805 -0.3 -0.3 -0.3
```
Forces are in eV/Å.

HOMO, eV: -7.387
Electronic energy, eV: -125651.0857
Gap between HOMO and LUMO, eV: 2.02

2.
Computed, not measured: a structure of composition C21H25ClN6O5S, with wB97M-V/def2-TZVPD.

```
59
Properties=species:S:1:pos:R:3:forces:R:3
N 3.196926 -2.641416 1.658853 1.7 -3.5 2.3
C 2.896543 -1.677470 1.179490 -2.2 3.1 -3.8
O 2.322272 -0.808883 0.332717 0.0 0.0 2.5
C 1.911031 0.353900 1.051170 0.4 1.2 0.4
Cl 1.817227 0.209784 2.854402 0.2 -0.5 -0.9
O 2.945101 1.308707 0.762656 -1.6 0.5 -0.7
S 2.198787 2.648718 0.177117 0.9 3.2 -0.1
O 2.920151 3.378375 -0.814158 0.0 -2.3 -1.1
O 1.942314 3.553877 1.253888 -1.3 -1.7 0.7
O 0.892790 1.880386 -0.443290 0.9 0.2 0.5
C 0.516623 0.988748 0.628482 1.3 -0.6 1.3
C -0.542980 -0.090882 0.369880 -0.4 0.5 -1.4
C -1.963512 0.247048 0.878225 -0.3 -0.2 -0.6
N -2.270810 0.773855 1.981907 0.9 0.0 0.0
H 0.336432 1.670253 1.489022 -0.6 -0.7 -0.4
H -0.215802 -1.092625 0.721913 -0.1 0.7 0.1
H -0.618422 -0.198058 -0.737806 0.1 0.0 0.7
H -2.803565 -0.007696 0.198726 0.6 0.0 0.3
H -1.387792 0.950000 2.483141 -0.4 0.1 0.3
N 6.615672 2.198794 5.667559 0.0 -0.1 0.0
C 5.791225 1.321314 6.317962 0.0 0.0 0.1
C 4.864600 0.867135 5.417032 0.0 0.0 0.1
C 5.144148 1.491193 4.172872 0.0 0.0 -0.1
C 6.230767 2.304066 4.358690 0.1 0.1 0.0
H 7.385251 2.689569 6.086265 0.0 0.0 0.0
H 5.934559 1.098130 7.362248 0.0 0.0 0.0
H 4.074290 0.163944 5.626703 0.0 0.0 0.0
H 4.608936 1.357862 3.246642 0.0 0.0 0.0
H 6.761157 2.947083 3.675939 0.0 0.0 0.0
N -2.023616 -3.925998 0.683290 -0.1 0.0 -0.1
C -2.995197 -3.022966 1.026592 0.1 0.1 0.1
C -4.050261 -3.192654 0.170291 0.0 0.1 0.0
C -3.705581 -4.242768 -0.722104 0.0 0.0 0.0
C -2.451858 -4.676033 -0.378521 0.1 0.0 0.0
H -1.134261 -4.023870 1.140548 -0.1 -0.1 0.0
H -2.850038 -2.339744 1.847743 -0.1 0.0 0.0
H -4.968801 -2.627297 0.182760 0.1 0.0 0.0
H -4.309457 -4.636144 -1.524507 0.0 0.0 0.0
H -1.828890 -5.449425 -0.796518 0.0 0.0 0.0
N -7.514465 -2.202450 -1.363193 0.0 0.1 0.0
C -6.550857 -1.693840 -2.191829 0.1 -0.1 0.0
C -6.982240 -0.474044 -2.642031 0.1 0.0 0.0
C -8.254035 -0.233883 -2.057976 -0.1 0.0 0.1
C -8.553658 -1.315872 -1.272964 0.0 0.0 0.0
H -7.466325 -3.089076 -0.893329 0.0 0.1 0.0
H -5.645120 -2.243841 -2.389292 0.0 0.0 0.0
H -6.445198 0.175164 -3.314687 0.0 0.0 0.0
H -8.877355 0.634509 -2.197875 0.0 0.0 0.0
H -9.413537 -1.532123 -0.660745 0.0 0.0 0.0
N 3.483404 2.841786 -4.104430 0.0 0.1 0.0
C 4.286328 3.032041 -5.194856 0.0 0.0 0.1
C 3.951863 2.092653 -6.135665 0.1 0.1 0.0
C 2.901602 1.308100 -5.592856 -0.1 -0.1 0.0
C 2.633810 1.796840 -4.340272 0.0 0.0 0.1
H 3.511663 3.385801 -3.258235 0.0 -0.1 0.0
H 5.025190 3.816231 -5.206783 0.0 0.0 0.0
H 4.409009 1.981562 -7.105751 0.0 0.0 0.0
H 2.399358 0.480204 -6.067204 0.0 0.0 0.0
H 1.914604 1.491426 -3.597848 0.0 0.0 0.0
```
Forces are in eV/Å.

HOMO, eV: -8.176
Electronic energy, eV: -64713.2375
Gap between HOMO and LUMO, eV: 8.14